76
Properties=species:S:1:pos:R:3:forces:R:3:mulliken_charge:R:1 method="wB97M-V/def2-TZVPD" e_lumo_ev=-2.2 fmax_ev_per_a=2.8 gap_ev=9.69 charge=+1 e_homo_ev=-11.922 spin_multiplicity=1
C 1.9198 -1.2593 5.0749 -0.303 0.070 -0.157 -0.477
O 3.1863 -1.6465 4.6371 0.457 -0.309 -0.078 -0.458
C 3.8230 -0.6692 3.8540 -0.398 0.128 -0.195 -0.870
C 3.4220 -0.7507 2.3784 0.623 0.179 -0.011 0.101
C 4.6119 -0.5123 1.4439 -0.996 -0.710 0.100 -0.791
C 4.4276 -1.2562 0.1131 0.720 0.751 -0.035 -0.797
C 5.0392 -0.4614 -1.0428 -0.823 -0.100 0.161 -1.048
C 4.1664 0.6548 -1.6272 0.214 -0.725 0.022 -0.900
C 2.7751 0.2311 -2.0774 0.440 0.801 1.019 -0.684
N 1.7957 0.3849 -0.9630 0.529 -0.632 -0.645 -0.070
C 0.5382 0.1846 -1.1884 -1.024 -0.705 0.351 0.520
N 0.0358 -0.1540 -2.4422 0.873 0.557 -1.142 -0.321
C -1.2218 0.5477 -2.4303 -0.672 0.242 0.588 -1.146
C -1.7248 0.3844 -0.9635 -0.694 0.768 -2.578 -0.186
C -2.5902 1.6091 -0.6766 0.259 -0.318 0.613 -0.670
C -2.8095 1.8189 0.7776 -0.658 -0.109 -0.245 -0.174
N -2.1068 2.6120 1.4449 0.459 0.485 0.616 -0.651
N -0.4493 0.2930 -0.2947 -0.102 -0.486 1.132 0.477
C -0.3058 -0.2806 1.0596 0.136 1.021 0.339 -0.200
C -1.4230 -1.2270 1.4366 -0.072 -0.149 -0.144 -0.530
C -1.1097 -2.1573 2.6012 -0.026 -0.010 0.329 0.483
C -1.3600 -1.4315 3.9188 0.177 0.054 -0.640 -1.712
C 0.2542 -2.8183 2.5458 -0.365 -0.009 0.353 -1.360
H 1.9760 -0.6482 5.9685 0.006 0.194 0.322 0.407
H 1.3490 -2.1563 5.2725 -0.112 -0.164 0.213 0.225
H 1.3863 -0.6967 4.3070 -0.047 0.103 -0.073 0.049
H 3.6185 0.3209 4.2562 0.017 0.288 0.118 0.314
H 4.8871 -0.8285 3.9207 0.375 -0.222 0.209 0.487
H 2.6375 -0.0378 2.1366 -0.394 0.058 0.019 0.095
H 3.0682 -1.7523 2.1722 -0.207 -0.294 0.161 0.312
H 4.7515 0.5468 1.2888 0.317 0.395 -0.022 0.376
H 5.4648 -0.9464 1.9443 0.570 0.265 -0.004 0.504
H 3.3882 -1.5094 -0.0560 -0.349 -0.064 -0.152 0.448
H 4.9737 -2.1865 0.1828 -0.056 -0.418 0.023 0.475
H 5.9266 0.0123 -0.6542 0.611 -0.015 -0.130 0.340
H 5.3017 -1.1467 -1.8374 0.233 -0.090 -0.303 0.398
H 4.6738 0.9952 -2.5170 0.187 0.355 -0.251 0.407
H 4.1240 1.4969 -0.9460 -0.188 0.315 0.136 0.370
H 2.7771 -0.7868 -2.4266 -0.106 -0.374 -0.211 0.413
H 2.4574 0.9115 -2.8493 -0.310 -0.054 -0.401 0.500
H 2.1141 0.6357 -0.0380 0.021 0.027 0.030 0.223
H -0.1436 -1.1497 -2.5223 0.387 -0.193 0.047 0.324
H -1.9197 0.1767 -3.1551 -0.198 -0.284 -0.359 0.251
H -1.0421 1.5956 -2.6246 0.118 0.327 -0.173 0.375
H -2.3489 -0.4987 -1.0261 0.198 -0.613 0.940 0.432
H -2.1182 2.4721 -1.1237 0.118 0.398 0.114 0.350
H -3.5554 1.4669 -1.1467 -0.190 -0.093 -0.318 0.352
H -3.6293 1.2754 1.2413 -0.226 -0.264 -0.011 0.544
H -2.4476 2.6019 2.4054 0.230 0.222 0.142 0.304
H -0.2877 0.5374 1.7686 0.011 0.264 0.270 -0.002
H 0.6695 -0.7378 1.1281 0.240 -0.371 -0.230 0.262
H -2.2763 -0.6344 1.7349 -0.405 0.213 -0.040 0.145
H -1.7627 -1.8163 0.5984 0.183 -0.254 -0.474 0.378
H -1.8363 -2.9560 2.5435 -0.323 -0.294 -0.034 0.440
H -1.1662 -2.0682 4.7697 0.129 -0.035 0.287 0.425
H -0.7402 -0.5402 3.9422 0.110 0.164 0.384 0.330
H -2.3918 -1.1157 3.9393 -0.387 0.144 0.213 0.431
H 0.3792 -3.3831 3.4573 0.131 -0.319 0.276 0.529
H 0.3106 -3.5274 1.7320 0.251 -0.035 -0.425 0.336
H 1.0655 -2.1046 2.5318 0.205 0.031 -0.186 -0.130
Cl -2.2814 -2.5994 -3.6247 0.092 -0.061 0.110 -0.171
C -3.9676 -2.7235 -4.2089 -0.263 -0.063 0.005 -0.528
C -4.0581 -2.5023 -5.6944 -0.006 0.003 -0.090 -0.414
Cl -3.6823 -0.8169 -6.1317 0.034 0.013 0.015 -0.170
H -4.5664 -1.9996 -3.6631 0.071 0.068 0.007 0.292
H -4.3178 -3.7221 -3.9560 0.089 -0.040 -0.023 0.392
H -5.0729 -2.7043 -6.0313 -0.029 0.019 0.048 0.312
H -3.3765 -3.1517 -6.2370 0.047 0.029 0.007 0.313
Cl -5.5826 4.7914 -1.9227 0.012 -0.066 0.014 -0.178
C -3.9929 5.5325 -1.6108 0.021 0.052 0.070 -0.293
C -3.2096 5.7576 -2.8783 0.031 0.133 0.065 -0.489
Cl -2.7050 4.2201 -3.6322 0.036 -0.076 -0.033 -0.155
H -3.4534 4.8881 -0.9207 0.005 -0.031 -0.014 0.138
H -4.1748 6.4869 -1.1205 -0.016 0.028 -0.043 0.344
H -2.3032 6.3161 -2.6531 0.027 -0.042 0.025 0.285
H -3.7843 6.3131 -3.6138 -0.056 -0.074 -0.027 0.371

***

75
Properties=species:S:1:pos:R:3:forces:R:3:lowdin_spin:R:1 method="wB97M-V/def2-TZVPD" e_lumo_ev="1.9 / 1.1" fmax_ev_per_a=6.4 gap_ev="5.49 / 4.68" charge=-1 e_homo_ev="-3.571 / -3.571" spin_multiplicity=3
C 5.7671 -2.9591 6.6237 -4.762 1.531 -4.068 0.000
C 4.9066 -2.7175 5.6488 3.167 -0.413 4.367 0.000
C 3.7769 -2.4530 4.5147 0.565 0.815 2.877 0.000
P 3.8020 -3.8172 3.1474 -1.327 -1.131 0.245 0.000
C 4.7792 -2.7350 1.9061 -0.620 2.381 -1.471 0.000
O 6.1151 -3.2716 1.5369 -0.763 0.853 0.998 0.000
N 6.0585 -4.5866 1.2175 -0.137 -0.845 -2.430 0.000
O 5.5054 -4.7711 0.1612 0.545 0.014 1.625 0.000
H 6.2469 -3.0112 7.6653 -0.916 0.009 -2.491 0.000
H 2.7605 -2.5529 5.0810 1.773 0.049 -0.945 0.000
H 3.7921 -1.3734 4.1047 0.416 -1.583 0.809 0.000
H 2.5557 -3.2195 2.6450 0.093 0.444 -0.004 0.000
H 3.5873 -4.8760 2.1517 0.459 0.094 -0.180 0.000
H 4.9853 -4.4537 3.6754 0.463 0.186 -0.172 0.000
H 3.0257 -4.6598 4.0693 -0.170 0.010 0.166 0.000
H 4.9889 -1.6502 2.2788 -0.066 -1.991 -0.588 0.000
H 4.0928 -2.5935 0.9701 1.320 -0.440 1.308 0.000
C -2.3013 -3.0376 -1.4658 -0.212 0.278 -0.204 0.001
C -1.5832 -3.4144 -0.1409 -0.707 -0.902 -1.597 0.022
C -2.5929 -3.9117 0.9238 0.089 0.111 0.372 0.012
C -3.3705 -2.8087 1.6224 -0.047 0.002 0.014 0.001
C -2.4135 -1.7682 2.1887 0.040 -0.354 -0.020 0.011
C -1.4732 -1.1871 1.1117 -0.688 1.943 0.029 0.022
N -0.7615 -2.2495 0.3234 1.682 -2.100 3.450 0.295
O 0.2396 -2.7471 1.1201 -1.627 1.226 -1.958 0.631
C -2.3028 -0.2680 0.1799 -0.213 -0.154 -0.246 0.001
C -0.4861 -0.2008 1.7975 0.446 -0.655 0.031 -0.001
C -0.7343 -4.6564 -0.5463 0.518 0.378 0.590 -0.001
H -2.5360 -1.9836 -1.5763 -0.037 0.026 0.198 0.001
H -1.6800 -3.2759 -2.3364 0.028 -0.069 0.240 0.000
H -3.2422 -3.5878 -1.5786 0.154 -0.029 0.075 0.000
H -2.0571 -4.4809 1.6950 0.156 0.147 -0.166 0.002
H -3.2998 -4.6179 0.4731 0.245 0.071 -0.190 0.001
H -4.0884 -2.3545 0.9319 0.049 0.067 0.002 0.000
H -3.9610 -3.2404 2.4376 0.010 0.020 -0.080 0.001
H -2.9946 -0.9659 2.6575 0.222 0.126 -0.180 0.001
H -1.8274 -2.2271 2.9943 0.121 0.018 -0.186 0.003
H -1.7048 0.0781 -0.6678 -0.045 -0.068 0.111 0.000
H -2.6486 0.6232 0.7151 0.248 -0.172 0.076 0.000
H -3.2103 -0.7382 -0.2006 0.088 -0.070 -0.045 0.000
H 0.0941 -0.6715 2.5963 0.002 -0.127 -0.283 -0.001
H -1.0254 0.6309 2.2624 -0.216 -0.204 -0.239 0.000
H 0.2113 0.2269 1.0701 -0.070 -0.133 0.037 0.000
H 0.0593 -4.3861 -1.2505 -0.094 0.064 0.162 0.000
H -1.3648 -5.4083 -1.0336 -0.192 0.326 0.027 0.000
H -0.2715 -5.1481 0.3140 0.015 0.255 -0.077 0.000
C 1.1500 5.0461 -1.9130 -0.021 0.390 0.058 0.001
C 0.3703 3.7470 -2.2555 2.016 0.610 0.153 0.023
C 0.2592 3.5455 -3.7875 -0.395 -0.145 -0.120 0.013
C -0.8024 4.3980 -4.4627 0.013 0.020 -0.042 0.001
C -2.1448 4.2155 -3.7668 0.281 -0.207 -0.076 0.012
C -2.0690 4.5187 -2.2554 -1.276 1.630 0.074 0.023
N -0.9614 3.7742 -1.5655 -1.244 -4.114 -1.461 0.316
O -1.3726 2.4739 -1.4198 0.760 2.726 0.302 0.604
C -1.9083 6.0486 -2.0693 0.278 0.181 -0.084 0.001
C -3.4590 4.2273 -1.6222 0.352 -0.663 0.137 -0.001
C 1.3201 2.6250 -1.7385 -0.799 -0.325 0.177 -0.001
H 0.5298 5.9153 -1.7181 -0.125 -0.046 -0.136 0.001
H 1.7478 4.9227 -1.0031 -0.121 -0.168 -0.153 0.000
H 1.8395 5.3201 -2.7190 -0.080 -0.156 0.078 0.000
H 0.0261 2.4936 -3.9999 -0.020 0.072 0.246 0.002
H 1.2274 3.7354 -4.2644 0.000 -0.022 0.338 0.001
H -0.4976 5.4492 -4.4689 -0.065 0.002 0.048 0.000
H -0.8946 4.0998 -5.5124 0.033 0.054 0.072 0.001
H -2.8869 4.8634 -4.2467 -0.024 0.024 0.316 0.001
H -2.4911 3.1875 -3.9291 0.079 0.025 0.204 0.003
H -1.7354 6.3029 -1.0194 0.044 -0.088 -0.092 0.001
H -2.8140 6.5783 -2.3846 0.014 -0.315 0.045 0.000
H -1.1065 6.4785 -2.6700 0.038 -0.078 0.110 0.000
H -3.7912 3.1987 -1.7884 0.258 0.070 0.109 -0.001
H -4.2296 4.8702 -2.0596 0.351 0.086 -0.084 0.000
H -3.4476 4.4167 -0.5441 0.079 -0.072 -0.111 0.000
H 1.4053 2.6441 -0.6471 -0.102 0.031 -0.150 0.000
H 2.3266 2.7563 -2.1494 -0.228 0.292 -0.046 0.000
H 0.9905 1.6253 -2.0355 -0.101 0.184 0.102 0.000

***

76
Properties=species:S:1:pos:R:3:forces:R:3:mulliken_charge:R:1 method="wB97M-V/def2-TZVPD" e_lumo_ev=-3.4 fmax_ev_per_a=4.3 gap_ev=4.63 charge=+1 de_lowest_ev=0.059 e_homo_ev=-7.980 spin_multiplicity=1
Zn 0.1878 0.4117 -0.0342 0.831 -1.688 1.226 1.737
P 2.0678 -0.8116 -1.3385 -0.051 1.259 -3.545 0.120
P -1.5070 -0.9940 1.5691 -0.709 0.724 0.943 -0.469
N 0.9004 -2.8060 0.7878 0.186 -0.367 0.154 0.157
C 2.3497 -2.6437 -1.3023 0.037 -0.216 0.390 -0.737
H 2.2676 -3.0282 -2.3358 0.073 0.324 0.402 0.318
H 3.3927 -2.8281 -0.9823 -0.430 0.124 -0.160 0.469
C 1.3906 -3.4822 -0.4142 -0.074 -0.625 0.161 -1.228
H 0.5159 -3.8062 -0.9965 0.196 0.171 0.087 0.430
H 1.9493 -4.4054 -0.1491 -0.277 0.181 -0.197 0.498
C -0.1333 -3.4799 1.6072 0.720 -0.077 -0.306 -1.610
H 0.1804 -3.4449 2.6604 -0.122 0.014 -0.259 0.384
H -0.2044 -4.5455 1.3428 -0.019 0.127 0.089 0.403
C -1.4991 -2.8286 1.4320 -0.139 -0.102 -0.272 -0.819
H -2.1914 -3.2279 2.1791 -0.034 -0.070 -0.143 0.676
H -1.8918 -3.0861 0.4450 -0.090 -0.030 -0.009 0.623
C -3.3719 -0.6720 1.4188 0.212 -0.783 0.139 0.609
C -3.7244 -0.4988 -0.0726 -0.200 -0.080 -0.047 -1.285
H -3.5385 -1.4229 -0.6400 0.028 0.295 0.120 0.298
H -3.1563 0.3215 -0.5533 -0.227 -0.312 0.312 0.080
H -4.8000 -0.2722 -0.1798 0.391 -0.062 0.033 0.508
C -1.0889 -0.8522 3.3760 -0.184 -0.219 -0.288 0.610
C -0.8900 0.5954 3.8197 0.296 0.267 0.107 -1.438
H -0.1771 0.6250 4.6574 -0.301 0.089 -0.131 0.440
H -1.8377 1.0292 4.1584 0.167 -0.044 -0.048 0.362
H -0.4882 1.2343 3.0231 -0.059 -0.258 0.272 0.137
C 3.6694 -0.0667 -0.6865 -0.547 -0.287 0.582 0.613
C 3.7622 1.4549 -0.8515 0.089 0.022 0.014 -1.513
H 4.6121 1.8099 -0.2456 -0.327 -0.040 -0.191 0.523
H 2.8636 1.9841 -0.5051 0.097 -0.111 -0.103 0.061
H 3.9667 1.7330 -1.8960 -0.070 -0.088 0.379 0.309
C 2.0514 -0.3320 -3.2317 1.029 -0.881 0.068 0.593
C 1.6652 1.1428 -3.4230 0.062 -0.081 -0.244 -1.708
H 1.2837 1.2879 -4.4470 0.146 0.008 0.248 0.422
H 2.5232 1.8165 -3.2955 -0.293 -0.201 -0.040 0.228
H 0.8640 1.4681 -2.7437 0.282 -0.113 -0.032 0.328
C -0.6967 -1.0278 -1.2866 -1.159 -2.818 -2.995 -0.409
O -1.2045 -1.8234 -1.9789 1.391 2.030 1.971 -0.469
C -2.0790 -1.6052 4.2781 0.055 -0.276 0.490 -1.683
H -2.9192 -2.0576 3.7354 0.172 0.131 0.186 0.419
H -1.5645 -2.4144 4.8165 -0.270 0.170 -0.082 0.241
H -2.4988 -0.9276 5.0344 0.077 -0.217 -0.177 0.424
C 4.9973 -0.7326 -1.1010 -0.001 -0.222 -0.094 -1.531
H 5.7644 0.0405 -1.2611 -0.232 -0.277 -0.016 0.378
H 5.3698 -1.3912 -0.3034 -0.100 0.107 -0.310 0.339
H 4.9068 -1.3186 -2.0243 0.138 0.140 0.241 0.336
C 3.2621 -0.7165 -4.1116 -0.161 0.300 -0.444 -1.585
H 3.0325 -0.4695 -5.1650 0.165 -0.101 0.275 0.448
H 4.1799 -0.1650 -3.8546 -0.331 -0.132 0.032 0.285
H 3.4885 -1.7936 -4.0893 -0.094 0.311 0.143 0.330
C -3.9815 0.4406 2.2752 -0.055 -0.017 0.094 -1.433
H -3.4670 1.4039 2.1602 -0.055 -0.138 -0.012 0.184
H -5.0328 0.5747 1.9779 0.288 0.058 0.013 0.468
H -4.0040 0.1804 3.3414 0.206 0.100 -0.263 0.278
H -3.7972 -1.6302 1.7714 -0.210 0.377 -0.262 0.587
H 1.2074 -0.9435 -3.6007 0.105 0.089 0.268 0.354
H -0.1183 -1.3740 3.4267 -0.184 0.294 -0.072 0.557
H 3.5062 -0.2832 0.3813 0.157 0.262 -0.075 0.403
H 1.7009 -2.5502 1.3643 -0.382 0.019 -0.129 0.341
H 1.2596 -0.7363 0.3452 0.360 0.917 1.970 -0.099
C -0.9441 4.7723 1.5247 -0.144 0.363 0.381 -1.105
N -1.2040 3.9164 0.3718 -0.880 0.582 0.070 0.114
C -2.0893 4.3454 -0.5814 0.765 -0.627 -0.339 -0.359
C -2.2740 3.5976 -1.7033 -0.685 1.221 -0.031 -1.073
C -1.6539 2.3447 -1.7878 0.713 -1.571 -0.219 0.719
N -0.9578 1.8605 -0.7412 -0.269 1.622 -0.604 0.624
C -0.6634 2.6789 0.3145 1.392 -1.045 1.329 0.256
O 0.1292 2.2303 1.2090 -1.500 1.146 -1.989 -0.826
N -1.7238 1.5856 -2.9108 -0.353 -1.238 0.590 -0.106
H -0.6034 5.7534 1.1606 -0.019 -0.373 0.276 0.375
H -0.1865 4.2816 2.1406 -0.189 0.278 -0.132 0.338
H -1.8816 4.8922 2.0930 0.456 -0.017 -0.110 0.376
H -2.5343 5.3141 -0.3705 -0.003 -0.189 -0.304 0.505
H -2.8690 3.9403 -2.5421 -0.066 0.089 0.290 0.438
H -2.3712 1.8765 -3.6726 0.893 -0.632 1.023 0.263
H -1.4480 0.5517 -2.7886 -0.678 2.416 -0.699 0.168